# 1
Computed, not measured: C41H42Cl5N4O5PSSc as an isolated structure, with the ωB97M-V functional and the def2-TZVPD basis.

The charge is -1. For the lowest unoccupied orbital energy, the calculation gives 0.08177 hartree. The total energy is -5984.09504 a.u. As for the orbital gap: 5.333 eV.

Each line ends with the Löwdin charge.
CARTESIAN COORDINATES (ANGSTROEM)
Sc  16.66  10.05  13.45  0.8631
Cl  19.10  12.15  14.99  0.6372
C  18.66  10.69  15.96  -0.6518
C  17.91  9.79  15.30  -0.3306
C  17.63  8.65  16.02  -0.6109
Cl  16.57  7.50  15.10  0.6569
C  18.08  8.31  17.30  -0.6500
Cl  17.69  6.72  18.03  0.6379
C  18.94  9.20  17.87  -0.7313
Cl  19.58  9.08  19.45  0.6950
C  19.15  10.47  17.26  -0.6853
Cl  19.95  11.82  18.00  0.6513
N  19.17  10.64  10.05  0.0629
C  20.21  9.70  9.92  -0.2748
C  20.97  9.65  8.80  -0.0467
C  22.09  8.78  8.78  -0.1141
C  22.36  7.91  9.81  -0.1474
C  21.50  7.89  10.90  -0.1383
C  20.54  8.88  11.04  -0.4340
S  19.87  9.30  12.66  0.9070
N  18.33  9.80  12.24  -0.4911
C  18.38  10.86  11.21  -0.3633
C  17.59  11.98  11.27  -0.2008
C  17.36  12.93  10.15  -0.0795
C  16.52  13.93  10.40  -0.1636
C  15.65  13.98  11.57  -0.1126
C  15.79  12.92  12.51  -0.1968
N  16.68  11.94  12.43  -0.0622
H  18.85  11.07  9.18  0.0955
H  20.88  10.37  8.02  0.1016
H  22.68  8.83  7.86  0.0929
H  23.17  7.13  9.74  0.1085
H  21.87  7.20  11.72  0.1179
H  18.01  12.91  9.28  0.0896
H  16.33  14.67  9.63  0.0862
H  15.05  14.93  11.67  0.0881
H  15.13  12.91  13.41  0.1161
C  17.48  6.78  10.98  -0.1600
O  16.46  7.49  10.32  -0.3579
P  15.41  8.45  11.12  0.9752
O  15.73  9.12  8.50  -0.2308
C  17.02  9.64  8.17  -0.0867
O  14.00  7.74  11.06  -0.3775
C  13.58  6.88  12.16  -0.0824
H  17.11  5.70  11.16  0.0994
H  17.69  7.13  12.00  0.0406
H  18.43  6.72  10.44  0.0835
H  17.12  10.75  8.12  0.0889
H  17.32  9.27  7.21  0.0832
H  17.64  9.22  9.01  0.0942
H  12.46  7.01  12.26  0.1095
H  14.06  7.16  13.15  0.0855
H  13.79  5.90  11.95  0.0407
C  13.95  11.33  8.24  -0.0650
C  13.74  10.20  9.24  -0.5509
C  12.97  9.07  8.53  -0.0504
C  12.97  10.69  10.53  -0.0347
C  15.18  9.80  9.65  -0.2823
H  13.00  11.68  7.82  0.0690
H  14.43  10.94  7.34  0.0831
H  14.36  12.31  8.79  0.1312
H  11.99  9.51  8.24  0.0827
H  12.72  8.23  9.19  0.0706
H  13.46  8.85  7.51  0.1064
H  12.01  11.15  10.35  0.0702
H  13.49  11.48  11.05  0.0704
H  12.74  9.85  11.22  0.0570
H  15.83  10.62  9.85  0.0827
C  16.32  9.67  21.85  -0.0716
C  15.48  8.95  20.86  -0.2358
C  14.85  7.74  21.29  -0.0390
C  14.15  7.09  20.31  -0.1191
C  13.98  7.59  19.06  -0.0617
C  14.44  8.84  18.70  -0.1776
N  14.05  9.47  17.50  0.1133
C  13.04  9.20  16.59  -0.1478
C  11.79  8.64  17.03  -0.0102
C  10.69  8.50  16.14  -0.0521
C  10.85  8.89  14.75  -0.0864
C  12.09  9.30  14.36  -0.0656
C  13.14  9.50  15.23  -0.0905
C  14.26  10.15  14.56  -0.6040
O  15.24  10.51  15.36  -0.1033
O  14.37  10.15  13.34  -0.0916
C  15.22  9.56  19.65  -0.1985
C  15.86  10.81  19.27  -0.0357
H  16.98  10.46  21.44  0.0707
H  16.91  8.92  22.39  0.0805
H  15.72  10.16  22.64  0.0916
H  15.02  7.42  22.30  0.1034
H  13.64  6.15  20.52  0.1038
H  13.44  7.03  18.33  0.0992
H  14.82  9.84  16.96  0.0919
H  11.63  8.27  18.01  0.0792
H  9.81  8.07  16.59  0.0854
H  10.03  8.83  13.98  0.1104
H  12.27  9.58  13.32  0.1060
H  15.04  11.44  18.63  0.1540
H  16.78  10.55  18.81  0.0631
H  15.97  11.52  20.07  0.0697

# 2
Computed, not measured: C5H6O2 as an isolated structure, with the ωB97M-V functional and the def2-TZVPD basis.

For the lowest unoccupied orbital energy, the calculation gives 0.03547 hartree. The total energy is -344.41007 a.u. As for the orbital gap: 10.316 eV.

Each line ends with the Löwdin charge.
CARTESIAN COORDINATES (ANGSTROEM)
C  1.41  -0.29  -0.01  -0.0287
C  -0.08  -0.06  0.24  -0.3646
O  -0.71  0.36  -1.01  -0.0138
C  -0.78  1.63  -1.28  -0.2668
O  -0.29  2.50  -0.46  0.0079
C  -0.77  -1.28  0.69  -0.0684
C  -1.29  -2.28  1.09  0.1366
H  1.55  -1.05  -0.78  0.0933
H  1.90  -0.63  0.91  0.0923
H  1.87  0.65  -0.33  0.0833
H  -0.22  0.74  0.97  0.1393
H  -0.81  2.88  -1.45  0.1566
H  -1.77  -3.18  1.43  0.0331

# 3
Computed, not measured: a 2-piece molecular cluster, C4H16Si3 overall, with the ωB97M-V functional and the def2-TZVPD basis.

For the lowest unoccupied orbital energy, the calculation gives -0.00714 hartree. The total energy is -1030.28652 a.u. As for the orbital gap: 8.537 eV.

Each line ends with the Löwdin charge.
CARTESIAN COORDINATES (ANGSTROEM)
C  2.36  -1.72  0.90  -0.2101
C  0.83  1.78  -2.14  -0.2344
C  1.69  -1.29  -0.39  -0.3826
C  1.00  1.75  -0.64  -0.4411
Si  -3.39  0.58  0.99  0.4217
Si  -1.85  -0.82  -0.15  0.2529
Si  0.26  0.06  0.03  0.5384
H  1.67  -2.37  1.36  0.0508
H  3.27  -2.26  0.59  0.0790
H  2.58  -0.87  1.51  0.0422
H  -0.26  1.52  -2.38  0.0729
H  1.04  2.76  -2.63  0.0692
H  1.52  0.92  -2.66  0.1069
H  1.42  -2.28  -0.75  0.0566
H  2.39  -0.93  -1.15  0.0526
H  0.17  2.40  -0.20  0.0558
H  1.92  2.14  -0.37  0.0374
H  -3.82  0.24  2.29  -0.1409
H  -2.49  1.70  0.96  -0.1535
H  -4.57  0.81  0.07  -0.1054
H  -1.70  -2.27  0.35  -0.0957
H  -2.35  -1.33  -1.50  -0.1045
H  0.23  1.04  2.17  0.0317

# 4
Computed, not measured: a 2-piece molecular cluster, C6H14OS overall, with the ωB97M-V functional and the def2-TZVPD basis.

For the lowest unoccupied orbital energy, the calculation gives 0.02756 hartree. The total energy is -710.30075 a.u. As for the orbital gap: 9.626 eV.

Each line ends with the Löwdin charge.
CARTESIAN COORDINATES (ANGSTROEM)
C  -3.49  0.46  0.52  -0.1681
C  1.62  0.37  1.58  -0.0746
C  2.06  -1.16  -0.31  -0.0406
C  2.30  0.97  -1.06  -0.0864
C  -1.60  -1.18  -0.52  -0.2400
C  1.97  0.09  0.09  -0.4209
O  -1.31  1.40  -0.97  -0.5312
S  -1.55  0.53  0.12  0.8019
H  -3.47  0.09  1.45  -0.0245
H  -3.78  1.56  0.51  0.0692
H  1.04  -0.32  2.13  0.0367
H  2.68  0.41  2.06  0.1009
H  1.19  1.46  1.60  0.0980
H  2.26  -1.46  -1.29  0.0369
H  -3.84  -0.14  -0.31  0.0308
H  1.86  -2.13  0.28  0.0930
H  1.36  1.24  -1.68  0.1074
H  2.61  1.86  -0.62  0.0431
H  3.05  0.58  -1.77  0.0862
H  -0.69  -1.63  -0.52  -0.0133
H  -2.08  -1.86  0.14  0.0481
H  -2.18  -1.15  -1.41  0.0475

# 5
Computed, not measured: a 2-piece molecular cluster, C22H53BN2O4PSi overall, with the ωB97M-V functional and the def2-TZVPD basis.

The charge is +1. For the lowest unoccupied orbital energy, the calculation gives -0.08477 hartree. The total energy is -1936.08822 a.u. As for the orbital gap: 8.349 eV.

Each line ends with the Löwdin charge.
CARTESIAN COORDINATES (ANGSTROEM)
C  10.43  3.52  -0.07  -0.0700
C  9.56  2.91  -1.21  -0.3018
O  8.31  2.38  -0.74  -0.2284
P  7.63  1.45  -1.95  0.6341
O  7.42  2.24  -3.22  -0.2994
C  5.98  0.82  -1.38  -0.2215
C  4.79  1.59  -2.05  -0.2803
C  3.43  0.81  -1.85  -0.2589
Si  2.12  1.84  -0.92  0.6042
N  2.83  2.72  0.48  -0.0665
C  1.37  3.21  -2.06  -0.2875
C  0.40  4.15  -1.22  -0.1604
B  0.60  0.77  -0.27  -0.4169
O  -0.33  1.44  0.62  0.0082
C  0.29  -0.76  -0.63  -0.1707
C  -1.18  -0.84  -1.23  -0.1110
O  8.68  0.17  -2.24  -0.2281
C  8.88  -0.61  -1.04  -0.3006
C  10.35  -0.66  -0.57  -0.0696
H  11.15  4.20  -0.56  0.0806
H  9.85  4.10  0.66  0.0771
H  10.98  2.72  0.46  0.0633
H  10.19  2.14  -1.70  0.1107
H  9.35  3.72  -1.93  0.1158
H  5.91  -0.23  -1.73  0.1005
H  5.90  0.91  -0.28  0.0981
H  4.76  2.62  -1.67  0.0982
H  5.00  1.56  -3.14  0.0983
H  3.66  -0.12  -1.30  0.0691
H  3.03  0.55  -2.86  0.0810
H  2.70  3.72  0.34  0.0207
H  2.29  2.43  1.29  0.0075
H  0.82  2.70  -2.87  0.0661
H  2.19  3.85  -2.44  0.0720
H  0.49  5.21  -1.54  0.0685
H  -0.64  3.85  -1.47  0.0649
H  0.55  4.03  -0.14  0.0428
H  -0.08  1.13  1.50  0.0880
H  0.23  -1.34  0.33  0.1004
H  1.02  -1.25  -1.29  0.0849
H  -1.70  0.14  -1.18  0.0594
H  -1.16  -1.18  -2.28  0.0750
H  -1.81  -1.55  -0.65  0.0482
H  8.54  -1.65  -1.20  0.1190
H  8.25  -0.17  -0.24  0.0990
H  10.68  0.25  -0.05  0.0635
H  10.41  -1.48  0.17  0.0815
H  11.07  -0.90  -1.37  0.0847
C  -4.69  -4.61  1.99  -0.0954
C  -3.95  -3.49  1.28  -0.2563
C  -4.30  -2.07  1.77  -0.1602
C  -5.76  -1.76  2.11  -0.0961
N  -6.77  -1.51  1.00  -0.1894
C  -6.79  -0.06  0.55  -0.0865
C  -5.68  0.05  -0.49  -0.1327
C  -5.57  -1.34  -1.12  -0.1305
C  -6.48  -2.24  -0.31  -0.0789
C  -8.15  -1.95  1.48  -0.1194
C  -8.78  -1.10  2.59  -0.2120
C  -8.25  -1.32  4.00  -0.0924
H  -5.77  -4.57  1.82  0.0609
H  -4.34  -5.58  1.62  0.0846
H  -4.51  -4.58  3.07  0.0877
H  -4.10  -3.57  0.20  0.0903
H  -2.88  -3.63  1.42  0.1157
H  -3.87  -1.33  1.09  0.0955
H  -3.75  -1.93  2.70  0.1319
H  -5.76  -0.84  2.71  0.1234
H  -6.16  -2.55  2.74  0.1134
H  -7.76  0.11  0.09  0.1437
H  -6.66  0.60  1.40  0.1367
H  -4.74  0.34  -0.01  0.1114
H  -5.90  0.82  -1.22  0.1270
H  -4.53  -1.68  -1.11  0.0999
H  -5.88  -1.32  -2.16  0.1258
H  -6.12  -3.25  -0.11  0.1207
H  -7.43  -2.34  -0.83  0.1335
H  -8.08  -3.00  1.77  0.1393
H  -8.80  -1.89  0.61  0.1284
H  -9.84  -1.37  2.60  0.1241
H  -8.75  -0.04  2.34  0.1099
H  -8.12  -2.38  4.22  0.0839
H  -8.97  -0.92  4.73  0.0843
H  -7.31  -0.80  4.18  0.0641

The records above yield HOMO energy values of -3.1079 -9.3507 -8.7313 -8.8765 -10.6557 eV, respectively.
The records above yield maximum force values of 4.7 0.7 4.4 5.9 3.0 eV/A, respectively.